# 1
C21H20N2O8PdS2 | the ωB97M-V functional and the def2-TZVPD basis

Results
multiplicity = 1
total charge = -2
frontier orbital gap = 6.423 eV
energy relative to the best compared isomer or geometry (same formula, charge and spin) = 0.8764 eV

```
54
Properties=species:S:1:pos:R:3:nbo_charge:R:1
O -2.0911 3.5649 1.9492 -0.982
S -1.7360 2.4535 1.1001 2.410
C -1.0458 -3.0728 2.2716 -0.287
C 1.9103 -1.2605 -2.1317 0.781
H 4.8774 -0.4661 -0.4936 0.147
H -3.1870 -2.9162 2.1476 0.189
C -3.4892 -1.3015 -3.3970 -0.214
N 3.1223 0.7519 -0.4614 -0.870
H 2.2948 -0.0333 4.2239 0.194
H -1.0530 -3.7942 3.0820 0.188
C -2.0565 0.9542 -2.6955 -0.275
H -2.4374 -2.2841 -1.8172 0.213
O -2.7422 1.4188 1.0090 -1.003
H 3.8305 -0.4991 -2.7236 0.193
C -2.6018 -1.3485 -2.3329 -0.284
H -3.1671 -1.2562 0.3289 0.230
C -1.8789 -0.2111 -1.9307 0.287
H 3.8543 -2.1402 -2.0321 0.205
C -2.2365 -1.6708 0.6955 -0.275
C 1.0259 2.0057 1.8247 -0.373
O 0.9900 4.5419 1.2735 -0.961
O 1.2590 -0.1602 -2.3261 -0.816
O 1.4303 3.0190 -0.6281 -1.013
C 1.5513 0.4508 3.6001 -0.230
C -0.3445 1.6903 1.9765 -0.231
H 1.0948 -1.3135 0.3171 0.223
H 3.5507 1.3715 0.2163 0.388
C 1.9525 1.3799 2.6594 -0.202
C -1.0327 -1.2113 0.1474 0.259
H 3.4423 -1.2010 0.2162 0.174
C -3.6820 -0.1338 -4.1243 -0.305
H -0.1133 -0.5968 4.4747 0.202
H 2.9917 1.6620 2.5658 0.237
C 0.1598 -1.6782 0.7137 -0.243
H -4.0273 -2.2036 -3.6691 0.186
H -1.7822 0.5204 3.0257 0.244
C 0.2057 0.1423 3.7471 -0.210
C -2.2373 -2.5889 1.7359 -0.212
H 3.1373 1.2384 -1.3486 0.377
Pd 0.3446 1.1089 -0.7221 1.083
C -2.9391 0.9852 -3.7604 -0.191
C -0.7294 0.7594 2.9448 -0.224
C 3.7862 -0.5366 -0.5855 -0.201
H -4.3819 -0.0971 -4.9512 0.185
H 1.0977 -2.9442 2.1530 0.196
S 1.6868 3.3758 0.8089 2.417
O -1.1631 2.8149 -0.2271 -1.003
O 1.4276 -2.3951 -2.1307 -0.697
H -3.0554 1.9116 -4.3133 0.190
N -0.9910 -0.2723 -0.8784 -0.569
O 3.1163 3.3598 1.0887 -1.030
C 0.1519 -2.5954 1.7507 -0.214
C 3.4258 -1.1444 -1.9354 -0.515
H -1.5162 1.8460 -2.4322 0.233
```

=====

# 2
C21H20N4O2Zr | the ωB97M-V functional and the def2-TZVPD basis

Results
multiplicity = 1
total charge = +4
frontier orbital gap = 4.763 eV

```
48
Properties=species:S:1:pos:R:3:nbo_charge:R:1
O -2.1096 2.0333 -0.8672 -0.247
C 0.3445 -3.4946 -2.4181 -0.156
C 2.1940 2.9094 -3.2218 -0.761
H -4.9749 -2.0508 -1.1734 0.326
C 2.4901 -2.7160 -1.8857 -0.204
H 3.3939 -2.7882 -1.3006 0.252
C -4.2161 -2.3624 -1.8906 -0.763
H -0.6193 -2.4933 -4.0322 0.248
C -0.4873 2.7922 2.6970 -0.209
C 1.4493 -3.5765 -1.6677 -0.227
Zr 0.0426 -0.4767 -0.4540 1.951
C -1.9158 4.4595 4.4492 -0.049
N -1.8844 -1.3982 -1.1702 -0.653
N 1.0643 1.0293 -1.7822 -0.645
C 2.4045 -1.7944 -2.8519 -0.203
C 0.1258 3.9316 3.2318 -0.111
C 2.7140 -2.8881 2.8333 -0.762
H -4.1684 -3.4502 -1.9180 0.331
N 0.4486 1.1142 0.9568 -0.656
H 2.2788 -2.7053 3.8153 0.324
C 1.5626 1.8579 -2.4173 0.703
H -4.4766 -1.9857 -2.8791 0.331
O -1.8390 -0.9542 2.2542 -0.250
H 2.7111 -3.9582 2.6296 0.326
H -0.4616 -4.1924 -2.2520 0.239
H 1.5132 3.7551 -3.3133 0.324
C 1.2748 -1.7098 -3.6190 -0.211
C -1.8182 2.4959 3.0473 -0.148
C 0.1638 1.9245 1.7395 0.670
C -2.9123 -1.8236 -1.4885 0.709
C -1.3735 1.1726 -0.7345 0.515
H 3.2405 -1.1364 -3.0318 0.251
C -1.1957 -0.7997 1.3254 0.524
H -3.5496 3.0807 4.1880 0.271
H 1.5182 -4.3392 -0.9075 0.250
C -0.5938 4.7668 4.1022 -0.177
C 0.2572 -2.5520 -3.4056 -0.217
H -2.4711 5.1052 5.1183 0.275
N 1.3047 -1.6402 1.0053 -0.649
C 1.9262 -2.1909 1.8109 0.705
C -2.5256 3.3203 3.9243 -0.189
H 3.1130 3.2357 -2.7366 0.327
H 1.1395 4.1895 2.9576 0.253
H 1.2044 -0.9840 -4.4141 0.250
H 3.7386 -2.5187 2.8176 0.329
H -0.1335 5.6592 4.5035 0.277
H 2.4254 2.5213 -4.2130 0.326
H -2.3177 1.6258 2.6388 0.200
```

=====

# 3
C21H20N4O4Rb | the ωB97M-V functional and the def2-TZVPD basis

Results
multiplicity = 1
total charge = -1
frontier orbital gap = 6.621 eV
energy relative to the best compared isomer or geometry (same formula, charge and spin) = 0.4288 eV

```
50
Properties=species:S:1:pos:R:3:nbo_charge:R:1
N 0.1742 -2.5459 2.3500 -0.222
N 0.5536 -4.9094 -0.0349 -0.106
C 0.7581 -3.5680 1.8471 0.209
H 2.7871 -2.8728 1.8996 0.223
H 3.4996 4.0724 -0.2508 0.202
H -5.5883 4.0415 -1.1805 0.196
C -3.8829 0.4144 -1.5171 -0.276
C 2.0292 2.5306 -0.4746 -0.210
C -4.5259 1.5940 -1.4430 -0.146
C 2.2375 -3.8107 1.9753 -0.685
H 4.3453 -1.7388 -1.5873 0.170
C 3.6727 -1.9408 -0.7477 -0.257
H 4.2393 -1.8768 0.1853 0.176
H -5.5737 1.6641 -1.7175 0.196
H -1.8480 -5.5760 1.3552 0.219
H -4.4720 6.0523 -0.2776 0.199
H 2.4390 -4.2243 2.9666 0.221
H 5.3979 2.4608 -0.2100 0.201
C 2.8338 0.2724 -0.5887 0.359
C 1.7371 1.1638 -0.5800 0.040
H -2.1242 5.8924 0.5089 0.200
C -2.5090 2.6863 -0.5876 0.080
C 4.1281 0.7570 -0.4521 -0.320
C -2.4721 0.2561 -1.1942 0.427
N -0.4423 1.5690 -0.5548 -0.207
C -2.6071 5.0247 0.0755 -0.218
O -1.9405 -0.8649 -1.3080 -0.732
O 1.0778 -1.6920 3.0193 -0.607
H -4.3961 -0.4831 -1.8422 0.211
C -1.5511 -4.5329 1.2248 -0.668
C 4.3773 2.1151 -0.3174 -0.221
C -1.7679 1.4440 -0.7643 -0.028
H 2.5633 -4.5164 1.2184 0.242
H 4.9688 0.0777 -0.4530 0.210
C -0.0572 -4.4604 1.0322 -0.035
C -1.9148 3.8429 -0.0393 -0.227
C -3.8681 2.7740 -0.9672 -0.156
H 1.1908 3.2075 -0.5181 0.229
O -0.1714 -5.4088 -0.9801 -0.655
C -4.5531 3.9948 -0.8586 -0.171
H -2.0801 -4.1732 0.3361 0.208
N 0.4277 0.6523 -0.7325 -0.293
H 3.2593 -2.9431 -0.8424 0.210
C -3.9374 5.1130 -0.3531 -0.265
C 3.3203 3.0077 -0.3357 -0.245
H -1.8537 -3.9487 2.0893 0.223
H -0.8943 3.7727 0.3054 0.220
H 0.6051 -0.8570 2.9929 0.474
O 2.5699 -1.0573 -0.7464 -0.517
Rb -0.1615 -2.4520 -0.9254 0.922
```

=====

# 4
C21H21BF2NO | the ωB97M-V functional and the def2-TZVPD basis

Results
multiplicity = 1
total charge = +1
frontier orbital gap = 6.603 eV

```
47
Properties=species:S:1:pos:R:3:nbo_charge:R:1
C 2.9536 2.0769 1.2130 -0.211
C -3.6656 2.0667 -3.3158 0.422
C -4.9543 1.6500 -2.9849 -0.281
H -0.0919 1.8411 -1.5214 0.206
H -0.0305 -0.8325 0.5030 0.258
C 2.3718 2.6499 -1.0807 -0.266
B -2.4173 -1.7596 1.7512 0.646
C 0.1162 -4.3116 2.1003 -0.250
C -2.5948 1.9854 -2.4198 -0.290
H 3.9953 -3.2777 1.3552 0.198
C -4.1163 1.0792 -0.7831 -0.228
H 0.3533 1.5902 1.5055 0.198
H -1.6900 0.1847 0.0887 0.175
C 1.9779 2.2080 0.1992 -0.071
O 2.3811 -4.6084 1.4933 -0.440
H 5.0197 2.3213 1.7528 0.227
C -1.0212 -3.5642 2.1113 0.070
H -3.1428 -2.0908 0.8720 -0.038
H -1.9497 -3.9178 2.5561 0.240
C 1.2301 -2.5307 0.9391 -0.309
H 1.6328 2.7490 -1.8725 0.227
C -2.8240 1.4732 -1.1359 -0.011
H -4.2784 0.7033 0.2283 0.202
H -2.4170 -0.9240 2.5938 -0.046
H 2.1014 -2.0638 0.4884 0.264
C 3.7047 2.9731 -1.2885 0.416
H 3.4206 -3.9630 -0.2127 0.199
H 0.0938 -5.2787 2.5642 0.265
C -0.3508 1.6945 -0.4772 -0.169
C 0.0538 -1.8197 0.9607 0.111
H 5.7029 3.1419 -0.5349 0.245
H -2.0269 1.7124 0.8726 0.237
C 4.6743 2.8683 -0.2990 -0.275
C 3.5806 -4.1536 0.8510 -0.269
C -5.1806 1.1832 -1.6798 -0.176
H -1.6037 2.3263 -2.7122 0.228
H -5.7497 1.7426 -3.7212 0.245
F 4.0609 3.4313 -2.5323 -0.323
C 0.6110 1.8152 0.4662 -0.194
H 4.2493 -4.9987 0.9758 0.231
C 1.2927 -3.8162 1.5044 0.419
H -6.1851 0.8537 -1.3894 0.229
N -1.0592 -2.3261 1.5606 -0.575
H 2.6392 1.7096 2.1881 0.210
F -3.4147 2.5305 -4.5929 -0.325
C 4.2793 2.4131 0.9638 -0.186
C -1.7315 1.2623 -0.1044 -0.437
```

=====

no.,DFT total energy (eV)
1,-66613.892
2,-33394.734
3,-36905.452
4,-31758.632